[1]
DFT (wB97M-V/def2-TZVPD) results for a cluster of 2 separate species, C5H10N3O in total in a non-equilibrium geometry.

Energy relative to the best compared isomer or geometry (same formula, charge and spin), eV: 6.244

Structure (ORCA input):
```
! wB97M-V def2-TZVPD RIJCOSX def2/J DEFGRID3
* xyz 1 1
C -2.4626 2.2703 1.5795
C -0.6136 -0.7923 -0.3831
C 0.8871 1.1261 -0.6637
C 1.6324 -1.1606 0.2103
C 0.5166 -0.1510 0.1074
N -2.6659 1.2407 1.0475
N -1.2791 -1.6089 -0.8995
N -2.3262 -2.4336 -0.9914
O -2.6502 0.1523 0.4723
H -2.4163 3.1960 1.9500
H 1.8232 1.5382 -0.2356
H 0.0064 1.9168 -0.6903
H 1.0444 0.9759 -1.6735
H 2.0322 -1.4471 -0.7508
H 1.3682 -2.0459 0.6538
H 2.3887 -0.8683 0.8950
H 0.2159 0.1246 1.1497
H -2.7466 -2.5933 -1.9756
H -3.0445 -2.2245 -0.3471
*
```

[2]
DFT (wB97M-V/def2-TZVPD) results for a cluster of 2 separate species, C16H17N in total in a non-equilibrium geometry.

Energy relative to the best compared isomer or geometry (same formula, charge and spin), eV: 3.703

Structure (ORCA input):
```
! wB97M-V def2-TZVPD RIJCOSX def2/J DEFGRID3
* xyz 0 1
C -2.1472 0.0972 0.4462
C -1.3816 0.1715 1.7629
C -1.8403 0.8417 2.8408
N -0.9190 0.9280 3.8943
C 0.1694 0.2347 3.3880
C 1.3077 -0.1265 4.0968
C 2.2714 -0.8514 3.5468
C 2.0576 -1.2939 2.2151
C 0.9435 -0.9992 1.3656
C 0.0044 -0.1410 2.0282
H -1.4008 0.2660 -0.3141
H -3.0639 0.6193 0.3283
H -2.5559 -1.0317 0.2816
H -2.8284 1.1438 3.0202
H -1.1147 0.7001 4.9650
H 1.5153 0.5112 4.9889
H 3.0451 -1.2808 4.1502
H 2.9383 -1.8400 1.6195
H 0.8805 -1.3072 0.3725
C 2.1241 -0.8856 -3.6429
C 0.8502 -0.0869 -3.6385
C 0.6222 0.9612 -2.8124
C -0.7029 1.3349 -2.5063
C -1.6619 0.8759 -3.3412
C -1.4428 -0.1981 -4.3263
C -0.1934 -0.5734 -4.4929
H 1.6817 -1.8744 -3.8658
H 2.5880 -1.0639 -2.6187
H 2.8890 -0.6274 -4.3285
H 1.4932 1.6687 -2.5225
H -0.7907 2.1957 -1.8209
H -2.4532 1.4381 -3.2645
H -2.3000 -0.6086 -4.8294
H 0.0279 -1.5730 -5.0016
*
```

[3]
DFT (wB97M-V/def2-TZVPD) results for a structure of composition C5H9N2O in a non-equilibrium geometry.

Energy relative to the best compared isomer or geometry (same formula, charge and spin), eV: 4.465

Structure (ORCA input):
```
! wB97M-V def2-TZVPD RIJCOSX def2/J DEFGRID3
* xyz 1 1
C -0.2641 -0.8319 -0.3072
C -0.2898 0.4302 0.1869
C -0.9967 -1.8823 0.4662
C 1.5214 1.9539 -0.7216
C -1.3889 -0.0035 1.7870
N -1.5543 -1.2792 1.6290
N 1.7769 1.2739 -1.9133
O 0.1731 1.6319 -0.0332
H 0.0625 -1.2596 -1.1612
H -1.7815 -2.4473 -0.0820
H -0.2958 -2.7766 0.6254
H 2.3694 1.8560 0.0522
H 1.2622 2.9990 -0.9844
H -1.6842 0.4238 2.6420
H -2.0766 -1.8087 2.2101
H 0.9195 1.3022 -2.4355
H 2.2467 0.4181 -1.9606
*
```

[4]
DFT (wB97M-V/def2-TZVPD) results for a structure of composition AlO12S3 in a non-equilibrium geometry.

Energy relative to the best compared isomer or geometry (same formula, charge and spin), eV: 37.014

Structure (ORCA input):
```
! wB97M-V def2-TZVPD RIJCOSX def2/J DEFGRID3
* xyz -3 1
Al 2.2273 -0.6115 0.7666
S -1.3662 5.2235 2.1069
O 2.3509 6.5299 -1.9549
O 0.1417 4.8285 2.4821
O 3.5398 0.0215 -1.3014
O -1.3196 6.5480 2.4067
S -3.2099 1.2809 -2.2366
O -1.8315 -0.3114 -5.3306
O 1.7467 -2.8257 0.0361
O 1.5048 -1.1037 -2.0804
O -3.2717 -0.3695 0.1262
S -0.3927 -4.4324 0.6004
O -0.1858 -5.4598 -0.3780
O 0.3409 -4.1239 1.7385
O -1.2874 -3.5171 -0.0355
O 1.0129 -1.6772 3.0541
*
```

[5]
DFT (wB97M-V/def2-TZVPD) results for the molecule C4H11NO2 in a non-equilibrium geometry.

Energy relative to the best compared isomer or geometry (same formula, charge and spin), eV: 1.386

Structure (ORCA input):
```
! wB97M-V def2-TZVPD RIJCOSX def2/J DEFGRID3
* xyz 0 1
C 1.7416 1.0513 -1.0949
O 1.2467 0.9789 0.2330
C -0.1872 0.8531 0.3877
O -0.9146 1.8115 -0.3645
C -0.6668 -0.5837 0.0822
C 0.3211 -1.6372 0.7598
N -2.0442 -0.8304 0.5359
H 1.6432 0.0818 -1.5896
H 2.8023 1.3140 -1.0421
H 1.2501 1.8346 -1.6784
H -0.3642 1.0922 1.4418
H -1.0932 1.4166 -1.2321
H -0.6443 -0.7669 -0.9964
H 0.0339 -2.6383 0.4231
H 1.3761 -1.5409 0.4902
H 0.2089 -1.5820 1.8463
H -2.6397 -0.0537 0.2424
H -2.0699 -0.8013 1.5558
*
```

[6]
DFT (wB97M-V/def2-TZVPD) results for a structure of composition C22H39Cl2EuN4O4 in a non-equilibrium geometry.

E, eV: -81969.932

Structure (ORCA input):
```
! wB97M-V def2-TZVPD RIJCOSX def2/J DEFGRID3
* xyz -1 8
O 0.5923 -3.2878 -3.0370
C 1.1747 -2.3348 -3.5334
C 2.6181 -1.9788 -3.3183
C 3.1759 -2.0106 -2.0198
H 2.5350 -1.9576 -1.1377
C 4.5558 -2.1359 -1.8805
H 4.9869 -2.2180 -0.8853
C 5.3776 -2.1705 -3.0141
H 6.4307 -2.4247 -2.9208
C 4.8372 -1.8964 -4.2776
H 5.4905 -1.8475 -5.1485
C 3.4504 -1.7474 -4.4250
H 3.0218 -1.5119 -5.4030
H 0.5802 -1.5368 -4.0708
C -0.3356 1.7806 -2.9081
C 0.5819 1.9942 -1.7485
H 0.1519 1.9555 -3.8990
H -1.1863 2.4728 -2.7453
H -0.7741 0.7592 -2.9386
C 1.9192 1.9734 -1.7975
C 2.6992 3.1605 -2.2871
H 2.5554 1.1039 -1.5274
H 3.5472 2.8520 -2.9143
H 3.0870 3.6923 -1.4180
H 2.0511 3.8536 -2.8397
Eu 0.0620 0.6096 0.0562
Cl 2.4248 0.5401 1.2982
Cl -0.2680 3.2778 0.2339
C -0.3014 1.9199 3.0462
O -1.0014 1.1604 2.3366
N -0.7709 2.6245 4.0787
C -2.1968 2.6258 4.4087
C 0.0517 3.5782 4.8207
H 0.7727 2.0511 2.8122
H -2.7271 1.9126 3.7707
H -2.6108 3.6345 4.2819
H -2.3354 2.3794 5.4693
H 1.0966 3.5228 4.4784
H -0.0122 3.3463 5.8948
H -0.3504 4.5926 4.6658
H -5.4390 0.5045 -1.3548
H -5.1532 -2.1141 -2.3889
C -4.5535 0.6616 -1.9877
C -4.2366 -1.6925 -2.8242
N -3.7514 -0.5606 -2.0351
H -3.9216 1.4374 -1.5435
C -2.5997 -0.5773 -1.3734
O -2.1354 0.4418 -0.7864
H -3.4679 -2.4755 -2.8605
H -2.0424 -1.5312 -1.3691
H -4.8718 0.9355 -3.0010
H -4.4667 -1.3704 -3.8507
C 1.6959 -2.6274 2.2913
N 0.5065 -2.3858 3.0860
C 0.6765 -2.6296 4.5055
C -0.5945 -1.8805 2.4625
O -0.5164 -1.5351 1.2395
N -1.8013 -1.7939 3.0953
C -2.0281 -1.7720 4.5295
C -2.9408 -1.4747 2.2556
H 2.2273 -3.4792 2.7359
H 2.3463 -1.7369 2.3069
H 1.4258 -2.8339 1.2491
H 0.5821 -1.7129 5.1081
H -0.0060 -3.4018 4.8792
H 1.6981 -3.0046 4.6211
H -3.0828 -1.5136 4.6859
H -1.8608 -2.7595 4.9861
H -1.4099 -1.0170 5.0420
H -2.8495 -0.4695 1.8224
H -3.0292 -2.2067 1.4406
H -3.8401 -1.5312 2.8761
*
```